1.
Computed, not measured: C4H3BiCl2N5O3V as an isolated structure in a non-equilibrium geometry, with ωB97M-V with the def2-TZVPD basis set.

Its HOMO energy (spin up / spin down) is -23.68 / -23.49 eV. As for the expectation value of S²: 2.07. Its energy relative to the best compared isomer or geometry (same formula, charge and spin) is 0.0000 eV.

The geometry in ORCA input format:
```
! RIJCOSX wB97M-V def2-TZVPD def2/J DEFGRID3
* xyz 4 3
Bi 1.584 -0.551 -3.051
V -1.148 0.117 1.142
Cl -0.831 -0.733 -2.707
Cl -3.176 0.988 0.959
C 0.210 1.197 0.504
C 0.748 -2.146 -4.880
C 0.747 0.801 -4.947
O 1.059 1.904 0.137
O -0.054 -2.792 -5.351
O -0.104 1.144 -5.635
N -2.535 -0.939 4.356
N -1.322 -1.353 3.815
N -1.190 -2.726 3.603
C -0.425 -2.790 2.531
N -0.360 -1.654 1.807
N -1.001 -0.720 2.672
H -2.511 0.028 4.605
H -2.787 -1.588 5.104
H -0.016 -3.741 2.239
*
```

***

2.
Computed, not measured: a 2-piece molecular cluster, C4H3Br2PS overall in a non-equilibrium geometry, with ωB97M-V with the def2-TZVPD basis set.

Its HOMO energy (spin up / spin down) is -9.19 / -7.56 eV.

The geometry in ORCA input format:
```
! RIJCOSX wB97M-V def2-TZVPD def2/J DEFGRID3
* xyz 0 1
C 0.203 0.201 0.660
C 0.508 -0.879 1.459
C -1.115 0.387 0.495
C -0.664 -1.620 1.725
P -0.816 -3.049 2.680
S -2.093 -0.816 1.213
Br 0.080 0.612 3.940
Br 1.055 -4.017 2.037
H 0.992 0.947 0.562
H 1.435 -1.106 1.689
H -1.513 1.226 -0.069
*
```

***

3.
Computed, not measured: one molecule with the formula C4H3BrF2 in a non-equilibrium geometry, with ωB97M-V with the def2-TZVPD basis set.

Its HOMO energy is -10.05 eV. Its energy relative to the best compared isomer or geometry (same formula, charge and spin) is 0.6040 eV.

The geometry in ORCA input format:
```
! RIJCOSX wB97M-V def2-TZVPD def2/J DEFGRID3
* xyz 0 1
C 0.573 -1.257 -0.192
C -0.043 -0.132 0.005
C 1.504 -0.129 -0.156
C -1.321 0.809 0.239
F 2.418 0.013 0.835
F 1.992 0.345 -1.330
Br -2.871 -0.249 0.022
H 0.542 -2.404 -0.229
H -1.353 1.718 -0.485
H -1.441 1.287 1.292
*
```

***

4.
Computed, not measured: one molecule with the formula C4H3BrF3I in a non-equilibrium geometry, with ωB97M-V with the def2-TZVPD basis set.

Its HOMO energy is -8.46 eV. Its energy relative to the best compared isomer or geometry (same formula, charge and spin) is 2.7212 eV.

The geometry in ORCA input format:
```
! RIJCOSX wB97M-V def2-TZVPD def2/J DEFGRID3
* xyz 0 1
C 0.332 1.002 0.593
C -0.805 0.284 -0.045
C -1.826 -0.094 0.727
C 1.513 -1.042 -1.293
F -1.957 0.091 2.037
F 2.286 -2.099 -1.567
F 2.101 -0.042 -1.941
Br -3.423 -0.915 -0.054
I 1.889 -0.512 1.010
H 0.767 1.757 -0.071
H -0.056 1.275 1.677
H -0.821 0.293 -1.074
*
```

***

| no. | DFT total energy (eV) |
| --- | --- |
| 1 | -74307.540 |
| 2 | -164403.106 |
| 3 | -79671.039 |
| 4 | -90487.914 |